C3H5NO | the ωB97M-V functional and the def2-TZVPD basis

ORCA input file:
```
! RIJCOSX wB97M-V def2-TZVPD def2/J DEFGRID3
* xyz 0 1
C -1.142 -0.018 -0.044
C 0.328 -0.324 0.219
O 0.892 -1.198 -0.720
C 0.835 1.055 0.134
N 1.151 2.152 0.049
H -1.331 0.109 -1.121
H -1.257 1.060 0.427
H -1.771 -0.847 0.324
H 0.464 -0.675 1.255
H 1.831 -1.315 -0.522
*
```

Output
- HOMO energy: -11.5831 eV
- SMILES string: C[C@@H](O)C#N
- ΔE to the lowest compared entry with this formula, charge and spin: 103.9 kJ/mol
- Kohn-Sham gap: 12.2 eV